# 1
The following is a quantum chemistry calculation of a molecular structure, C31H26Br3N5O10 in a non-equilibrium geometry, from OMol25.

Geometry as XYZ:
```
75
Properties=species:S:1:pos:R:3:forces:R:3:mulliken_charge:R:1
C 0.343 0.869 -0.137 0.209 -0.442 0.177 0.063
Br -1.513 0.805 -0.608 0.001 0.034 -0.044 0.144
Br 0.648 1.905 1.446 -0.017 0.232 0.044 -0.037
Br 1.468 1.377 -1.594 0.050 0.176 -0.165 -0.028
H 0.651 -0.133 0.124 -0.086 -0.088 -0.018 -0.011
C 4.206 -2.986 -3.594 -0.112 0.545 -0.089 -0.399
C 2.913 -2.806 -3.113 0.483 -0.010 -0.211 -0.672
C 2.732 -2.312 -1.834 -0.788 -0.066 -0.033 -0.013
C 3.825 -1.984 -1.069 0.381 -0.267 -0.253 0.076
C 5.120 -2.119 -1.541 0.131 -0.115 -0.081 -0.432
C 5.300 -2.580 -2.836 -0.046 -0.445 -0.029 -0.503
N 3.616 -1.501 0.291 0.158 0.016 0.087 1.039
O 4.602 -1.285 0.959 -0.037 0.102 0.247 -0.633
O 2.472 -1.339 0.669 -0.177 0.175 0.088 -0.475
H 4.339 -3.383 -4.592 0.113 0.025 0.024 0.377
H 2.090 -3.017 -3.782 -0.198 -0.145 0.283 0.387
H 1.744 -2.210 -1.402 0.046 0.080 -0.117 0.415
H 5.965 -1.932 -0.896 -0.064 0.252 -0.027 0.460
H 6.296 -2.677 -3.249 0.010 -0.029 0.116 0.381
C -5.061 1.541 -4.047 -0.164 0.360 0.244 -0.648
C -4.285 0.926 -3.070 -0.427 0.055 -0.374 -0.305
C -4.596 -0.369 -2.690 0.801 -0.117 0.177 -0.058
C -5.661 -1.019 -3.275 -0.090 0.312 0.159 0.197
C -6.461 -0.409 -4.213 -0.044 0.021 -0.320 -0.654
C -6.144 0.883 -4.604 -0.337 -0.165 -0.040 -0.426
N -5.968 -2.387 -2.856 0.164 -0.147 -0.625 1.075
O -5.416 -2.805 -1.864 -0.017 -0.183 0.395 -0.592
O -6.706 -3.027 -3.577 -0.134 -0.066 0.228 -0.626
H -4.870 2.572 -4.320 0.105 -0.097 -0.076 0.390
H -3.476 1.484 -2.625 0.153 -0.160 0.053 0.168
H -3.972 -0.907 -1.987 -0.153 0.045 0.098 0.594
H -7.296 -0.946 -4.640 -0.015 0.025 0.047 0.471
H -6.793 1.367 -5.323 0.148 0.102 -0.038 0.385
C 3.561 4.066 -0.126 -0.234 -0.074 0.113 -0.303
C 4.731 3.574 0.436 -0.141 -0.130 0.174 -0.442
C 5.963 3.975 -0.044 0.080 -0.061 -0.027 -0.379
C 5.986 4.884 -1.082 -0.063 -0.012 -0.102 0.231
C 4.836 5.431 -1.618 0.319 0.195 -0.128 -0.347
C 3.610 4.987 -1.158 0.126 0.299 -0.089 -0.674
N 7.290 5.315 -1.612 0.229 0.360 0.849 0.910
O 8.241 4.589 -1.399 -0.036 -0.090 -0.250 -0.573
O 7.353 6.411 -2.129 -0.077 -0.084 -0.364 -0.559
H 2.600 3.753 0.261 0.074 -0.065 -0.024 0.440
H 4.691 2.870 1.258 -0.069 0.020 -0.009 0.425
H 6.881 3.621 0.402 0.038 -0.066 -0.139 0.433
H 4.933 6.228 -2.343 -0.080 -0.179 -0.145 0.435
H 2.720 5.409 -1.604 -0.141 -0.105 0.137 0.388
C -4.267 -0.496 1.937 -0.082 -0.441 -0.181 -0.813
C -4.725 0.010 0.725 0.228 0.994 0.565 -0.146
C -5.983 -0.304 0.255 0.361 -0.336 -0.611 -0.498
C -6.692 -1.279 0.909 -0.038 0.057 0.217 -0.014
C -6.246 -1.852 2.079 -0.067 -0.222 0.131 -0.680
C -5.030 -1.441 2.602 -0.204 -0.366 0.120 -0.334
N -7.972 -1.698 0.335 -0.290 0.148 0.286 1.025
O -8.698 -2.386 1.020 -0.002 -0.156 -0.066 -0.618
O -8.244 -1.288 -0.774 -0.081 -0.081 -0.284 -0.595
H -3.307 -0.215 2.349 0.041 0.131 -0.145 0.488
H -4.123 0.762 0.225 -0.174 -0.100 -0.079 0.724
H -6.380 0.086 -0.671 0.068 0.179 0.054 0.571
H -6.839 -2.621 2.553 0.010 0.027 0.033 0.462
H -4.690 -1.924 3.510 0.122 0.205 0.022 0.371
C 1.519 0.141 5.830 0.461 -0.377 0.420 -0.624
C 2.466 -0.684 6.446 0.042 0.449 -0.355 -0.359
C 2.925 -1.822 5.798 -0.102 0.217 0.661 -0.602
C 2.368 -2.141 4.582 0.156 -0.100 -0.133 0.449
C 1.449 -1.341 3.945 -0.288 0.104 -0.267 -0.247
C 1.033 -0.177 4.574 -0.219 0.082 0.157 -0.470
N 2.813 -3.380 3.927 0.025 0.272 -0.310 0.964
O 3.306 -4.230 4.632 0.163 -0.319 0.142 -0.596
O 2.675 -3.463 2.722 -0.107 -0.114 0.060 -0.570
H 1.189 1.021 6.366 -0.072 0.056 -0.180 0.392
H 2.887 -0.366 7.391 -0.019 -0.226 0.027 0.366
H 3.680 -2.454 6.239 -0.025 -0.069 -0.013 0.430
H 1.068 -1.652 2.982 0.043 0.114 -0.037 0.386
H 0.311 0.487 4.117 -0.023 -0.152 -0.154 0.445
```
Positions in Å, forces in eV/Å.

Computed properties:
* net charge: 0
* gap between HOMO and LUMO: 9.287 eV
* relative energy (zero: lowest compared OMol25 entry of this formula, charge and spin): 1.9 kcal/mol
* maximum force: 0.0227 hartree/bohr
* LUMO energy: -0.776 eV



# 2
The following is a quantum chemistry calculation of a molecular structure, C31H26N7O6V in a non-equilibrium geometry, from OMol25.

Geometry as XYZ:
```
71
Properties=species:S:1:pos:R:3:forces:R:3:mulliken_spin:R:1
V -0.028 0.579 -0.683 1.707 0.376 0.800 2.015
C 0.090 4.845 -1.220 0.053 0.069 0.561 0.003
O -0.239 4.847 -2.591 -0.050 -0.501 -0.562 0.000
C -0.040 3.709 -3.355 -0.135 0.432 0.032 -0.009
C -0.240 3.907 -4.710 0.035 -0.112 0.260 0.016
C -0.109 2.865 -5.622 0.007 -0.034 -0.147 -0.008
C 0.255 1.617 -5.172 -0.076 -0.098 0.036 0.010
C 0.445 1.371 -3.807 -0.370 0.882 0.082 -0.007
C 0.982 0.123 -3.364 0.444 -0.724 0.511 0.049
N 0.984 -0.202 -2.114 0.888 -0.419 -2.694 -0.103
N 1.793 -1.182 -1.672 0.635 -1.181 0.093 0.011
C 2.252 -0.865 -0.471 0.497 0.061 -0.815 -0.002
O 2.097 0.258 0.090 -0.326 0.264 0.100 -0.005
C 3.075 -1.929 0.159 0.108 -0.249 0.261 0.002
C 3.237 -3.154 -0.487 -0.018 0.112 0.014 0.001
C 3.942 -4.173 0.121 0.080 -0.167 -0.022 0.000
C 4.486 -3.989 1.384 0.037 -0.032 0.122 0.000
C 4.326 -2.773 2.032 0.192 -0.119 0.065 0.001
C 3.628 -1.746 1.422 -0.083 0.186 -0.262 -0.001
C 0.280 2.419 -2.836 0.116 -0.003 -1.060 0.017
O 0.439 2.216 -1.576 0.339 0.852 0.215 0.057
H -0.149 5.853 -0.871 0.059 -0.038 -0.021 0.000
H 1.155 4.645 -1.067 -0.089 0.001 0.042 -0.001
H -0.494 4.111 -0.660 0.136 0.174 -0.057 0.001
H -0.510 4.901 -5.042 -0.037 0.051 0.045 0.001
H -0.293 3.047 -6.673 0.040 -0.024 -0.043 0.000
H 0.381 0.796 -5.871 0.027 -0.011 0.002 0.000
H 1.538 -0.495 -4.079 -0.043 0.062 0.217 -0.002
H 2.787 -3.275 -1.462 0.009 -0.040 0.004 -0.001
H 4.064 -5.122 -0.388 -0.020 -0.029 0.009 0.000
H 5.017 -4.800 1.869 0.024 0.016 0.007 0.000
H 4.741 -2.632 3.022 -0.024 0.018 0.043 0.000
H 3.486 -0.794 1.914 -0.068 0.031 0.032 0.000
C -3.230 1.890 -2.831 0.313 -0.189 0.230 -0.004
C -2.380 1.653 -1.596 -1.350 1.254 0.105 0.035
O -1.576 0.672 -1.647 -1.120 -0.820 -1.246 -0.031
C -2.569 2.474 -0.496 -0.018 -0.112 -0.648 0.007
C -1.966 2.191 0.741 0.199 -0.208 0.561 0.012
C -2.529 2.718 2.032 0.138 -0.136 -0.161 0.000
N -0.958 1.357 0.756 -1.571 1.750 0.789 -0.068
N -0.529 0.862 1.932 0.524 -0.684 1.528 0.013
C -0.058 -0.349 1.727 -0.731 1.105 1.117 -0.019
O -0.101 -0.918 0.588 -0.009 -1.237 -0.316 -0.021
C 0.493 -1.025 2.919 0.194 -0.228 0.198 0.000
C 0.749 -0.272 4.064 -0.036 -0.020 -0.051 0.000
C 1.291 -0.866 5.185 0.062 0.072 0.106 0.001
C 1.597 -2.219 5.174 0.038 -0.115 0.078 -0.001
C 1.339 -2.973 4.042 0.042 -0.136 0.146 0.001
C 0.787 -2.384 2.918 -0.165 0.182 -0.138 0.000
H -4.130 1.279 -2.773 -0.075 -0.080 -0.016 0.002
H -2.661 1.597 -3.712 0.008 0.017 -0.093 0.000
H -3.509 2.938 -2.908 -0.061 0.067 -0.017 0.001
H -3.328 3.245 -0.552 0.020 -0.052 -0.004 0.003
H -3.301 3.464 1.854 -0.019 0.027 -0.077 0.000
H -1.728 3.141 2.639 -0.008 -0.017 0.062 0.001
H -2.955 1.881 2.586 -0.017 -0.029 0.044 0.002
H 0.505 0.780 4.043 -0.001 0.040 0.018 0.000
H 1.475 -0.276 6.076 0.023 0.020 0.001 0.000
H 2.030 -2.681 6.054 0.001 -0.047 0.008 0.000
H 1.568 -4.031 4.042 -0.003 -0.057 -0.057 0.000
H 0.573 -2.968 2.035 0.004 -0.024 -0.100 0.000
N -2.278 -2.352 -0.718 0.028 0.160 -0.156 -0.001
C -2.844 -1.825 0.445 -0.199 0.191 -0.638 0.007
O -3.147 -0.633 0.487 -0.101 -0.214 0.245 0.002
C -3.118 -2.775 1.487 0.241 0.479 -0.280 0.000
C -3.629 -2.357 2.704 -0.444 0.547 1.023 0.000
N -4.050 -2.038 3.736 -0.051 -0.003 -0.006 0.000
C -2.913 -4.134 1.352 0.133 -1.185 -0.232 0.000
N -2.778 -5.285 1.254 0.109 0.051 -0.060 0.000
H -1.853 -1.619 -1.280 -0.173 -0.212 0.170 0.013
H -1.667 -3.144 -0.576 -0.018 0.036 -0.004 -0.001
```
Positions in Å, forces in eV/Å.

Computed properties:
* net charge: -2
* gap between HOMO and LUMO (spin up / spin down): 6.332 / 6.340 eV
* expectation value of S²: 2.016
* relative energy (zero: lowest compared OMol25 entry of this formula, charge and spin): 53.9 kcal/mol
* maximum force: 0.0558 hartree/bohr
* LUMO energy (spin up / spin down): 4.466 / 4.465 eV
* spin multiplicity: 3



# 3
The following is a quantum chemistry calculation of a molecular structure, C31H26NOP2Ti, from OMol25.

Geometry as XYZ:
```
62
Properties=species:S:1:pos:R:3:forces:R:3:nbo_charge:R:1
Ti -0.202 -0.212 0.520 0.287 0.163 -0.813 0.855
C -2.562 2.002 -0.031 -0.084 0.020 0.043 -0.743
P -0.756 2.216 0.087 -0.032 -0.193 0.290 0.973
C -0.303 3.945 0.054 0.058 0.137 -0.222 -0.309
C 0.205 4.481 -1.130 0.036 0.082 0.004 -0.193
C 0.488 5.837 -1.204 -0.005 -0.041 0.008 -0.199
C 0.271 6.650 -0.101 0.001 0.023 0.029 -0.153
C -0.229 6.118 1.083 0.025 -0.020 -0.062 -0.180
C -0.519 4.767 1.164 -0.022 0.036 0.028 -0.215
C -0.341 1.700 1.796 -0.021 0.162 0.131 -0.433
C 1.020 1.763 2.167 -0.078 -0.069 0.143 -0.164
C 1.427 1.301 3.413 -0.017 0.052 -0.016 -0.169
C 0.498 0.763 4.303 0.056 -0.006 0.009 -0.172
C -0.823 0.630 3.922 -0.059 -0.049 -0.081 -0.143
C -1.236 1.057 2.655 -0.233 0.056 0.247 -0.236
C -2.912 0.559 -0.286 0.534 -0.234 -0.071 0.096
C -4.103 -0.016 -0.575 -0.225 -0.004 -0.042 -0.229
C -3.870 -1.397 -0.882 -0.212 0.047 -0.096 -0.227
C -2.541 -1.622 -0.764 0.246 0.300 0.148 0.110
C -1.719 -2.838 -1.068 -0.014 -0.087 -0.112 -0.739
P -0.023 -2.552 -0.504 -0.086 0.499 0.021 1.090
C 0.796 -1.357 -1.587 -0.017 0.057 -0.257 -0.266
C 1.650 -0.422 -0.979 0.286 -0.082 -0.106 -0.343
C 2.306 0.558 -1.723 -0.072 0.014 -0.008 -0.149
C 2.087 0.622 -3.084 -0.072 -0.039 -0.117 -0.166
C 1.218 -0.285 -3.699 0.072 0.083 -0.018 -0.142
C 0.572 -1.260 -2.963 -0.055 0.055 0.023 -0.181
C 0.952 -4.039 -0.491 0.013 -0.220 0.154 -0.329
C 0.317 -5.269 -0.304 0.087 -0.103 0.041 -0.207
C 1.074 -6.431 -0.267 -0.016 0.078 -0.001 -0.174
C 2.453 -6.362 -0.399 0.066 -0.054 -0.004 -0.154
C 3.088 -5.138 -0.570 -0.051 0.003 0.010 -0.187
C 2.342 -3.973 -0.616 0.027 -0.048 -0.035 -0.203
N -1.901 -0.438 -0.353 -0.583 -0.061 -0.056 -0.648
H -2.879 2.623 -0.872 -0.026 0.016 -0.040 0.286
H -3.037 2.422 0.858 -0.109 -0.010 0.012 0.259
H 0.377 3.849 -1.994 -0.021 -0.027 0.020 0.221
H 0.880 6.258 -2.120 -0.011 -0.008 0.009 0.240
H 0.490 7.709 -0.162 0.003 -0.027 0.000 0.242
H -0.393 6.757 1.940 -0.006 -0.011 -0.016 0.240
H -0.916 4.361 2.086 -0.002 -0.023 -0.012 0.221
H 1.728 2.260 1.513 0.052 -0.043 -0.043 0.241
H 2.465 1.394 3.706 -0.002 -0.003 -0.010 0.253
H 0.812 0.435 5.285 0.028 0.014 -0.010 0.256
H -1.547 0.191 4.596 0.006 0.016 0.002 0.254
H -2.279 0.955 2.380 -0.046 -0.004 -0.003 0.260
H -5.055 0.495 -0.601 0.021 -0.065 -0.009 0.246
H -4.614 -2.117 -1.187 0.016 0.041 0.009 0.245
H -1.701 -3.088 -2.132 -0.099 0.002 -0.042 0.271
H -2.099 -3.718 -0.548 -0.010 -0.024 0.041 0.277
H 1.930 -0.532 0.079 0.161 -0.124 0.025 0.229
H 2.980 1.252 -1.239 0.022 -0.018 0.009 0.243
H 2.591 1.371 -3.680 -0.010 -0.020 0.010 0.249
H 1.057 -0.231 -4.768 0.013 0.006 0.017 0.251
H -0.086 -1.962 -3.460 0.001 0.016 0.006 0.240
H -0.756 -5.339 -0.194 -0.004 0.013 -0.002 0.222
H 0.585 -7.386 -0.135 0.003 0.017 -0.004 0.242
H 3.039 -7.271 -0.372 -0.006 0.018 0.004 0.243
H 4.163 -5.093 -0.677 -0.019 -0.001 0.000 0.241
H 2.845 -3.027 -0.773 -0.022 0.018 -0.002 0.215
O 0.477 -2.327 2.849 0.016 -0.377 0.075 -0.360
C 0.218 -1.597 2.035 0.212 0.054 0.740 0.501
```
Positions in Å, forces in eV/Å.

Computed properties:
* net charge: +2
* gap between HOMO and LUMO (spin up / spin down): 6.766 / 6.740 eV
* expectation value of S²: 0.758
* maximum force: 0.0171 hartree/bohr
* LUMO energy (spin up / spin down): -6.880 / -6.912 eV
* spin multiplicity: 2